Entry 1:
Entry from the OMol25 dataset: a cluster of 5 separate species, C24H59NOP in total (ωB97M-V with the def2-TZVPD basis set).

Positions of all 86 atoms, in Å:
P -2.7862 7.0642 6.2513
O -2.5914 7.3377 4.7871
N -4.0460 7.5423 7.0821
C 1.1235 1.6705 5.4022
C 0.2671 2.3492 6.4711
C -0.6308 3.4729 5.9459
C 2.3412 -6.3470 -6.1317
C -1.2362 2.8985 -0.0468
C 1.1047 5.3365 6.0800
C 2.0399 -3.2392 -6.3328
C 1.3293 -6.8166 -7.1760
C 0.1780 -7.6253 -6.5880
C -4.0191 1.6985 -2.2300
C 1.7676 -5.4289 -5.0505
C 2.0055 -2.0809 0.4878
C 2.8419 -2.7260 -0.6164
C 1.0948 -4.1590 -5.5678
C 2.9056 0.9094 0.2834
C 1.1343 -0.9103 0.0282
C -5.3706 1.2168 -1.7140
C 0.1003 4.5918 5.2076
C 1.8953 0.2344 -0.6379
C -2.6567 0.7858 -0.2438
C 0.2988 1.0278 4.2924
C 2.0046 -3.3100 -1.7492
C -2.4710 2.1439 0.4321
C -2.8460 0.8391 -1.7610
H 1.3561 -2.8423 0.9319
H 0.6809 -3.6167 -4.7139
H -3.7835 8.2149 7.7927
H 0.3674 -1.2744 -0.6620
H 3.5463 -1.9955 -1.0243
H -1.2902 3.1307 -1.1124
H 2.5775 -5.1455 -4.3719
H 0.9230 2.7370 7.2559
H -2.6836 5.6439 6.3782
H 0.5519 -8.5034 -6.0564
H -0.3854 0.2775 4.6959
H 0.9300 -5.9557 -7.7197
H -1.5920 7.4611 6.9474
H -1.9285 1.2064 -2.2299
H -2.3935 1.9846 1.5103
H 2.8876 -2.9491 -5.7074
H -0.6427 5.3047 4.8405
H 0.9447 0.5359 3.5608
H 3.1667 -5.8417 -6.6406
H 2.4368 -3.7208 -7.2282
H -1.7820 0.1628 -0.0274
H -4.0322 1.7034 -3.3236
H 1.4212 -2.5382 -2.2545
H 1.1720 0.9817 -0.9737
H 2.6703 -1.7496 1.2901
H 1.3067 -4.0611 -1.3713
H 2.7805 -7.2235 -5.6444
H 0.2421 -4.4187 -6.2019
H -3.5079 0.2756 0.2157
H -0.2956 1.7718 3.7601
H -1.1200 3.8401 0.4901
H 1.5325 -2.3270 -6.6489
H -0.3640 1.5933 6.9517
H 2.4071 1.3003 1.1736
H 2.3986 -0.1238 -1.5412
H -5.5590 0.1852 -2.0220
H -0.4093 -7.0359 -5.8823
H 3.6856 0.2191 0.6094
H -1.3932 3.0538 5.2835
H 1.0507 -5.9868 -4.4416
H 1.9034 4.6817 6.4401
H -0.5004 -7.9714 -7.3688
H -5.4213 1.2533 -0.6251
H 0.5929 -0.5188 0.8959
H 3.4523 -3.5183 -0.1744
H -2.9846 -0.1828 -2.1310
H -3.3585 2.7652 0.2855
H 3.3939 1.7463 -0.2176
H -1.1811 3.9087 6.7836
H 0.6076 4.1899 4.3231
H 2.6352 -3.7875 -2.5001
H -3.8626 2.7369 -1.9259
H 1.7497 0.9086 5.8768
H 1.5706 6.1533 5.5268
H 1.8528 -7.4245 -7.9188
H -0.3351 2.3036 0.1232
H -6.1829 1.8348 -2.0989
H 0.6040 5.7713 6.9477
H 1.8113 2.3990 4.9639

As for the charge: -1. The value obtained for the maximum force is 0.166 eV/Å. For the LUMO energy, the calculation gives 1.90 eV. Its HOMO-LUMO gap is 0.2084 Ha. For the electronic energy, the calculation gives -38673.8543 eV.

=====

Entry 2:
Entry from the OMol25 dataset: a structure of composition C24H60AlFN6O14P2 (ωB97M-V with the def2-TZVPD basis set).

Positions of all 108 atoms, in Å:
P 23.1665 -5.7127 16.1618
P 17.8791 -8.8899 21.7825
Al 21.5391 -7.9349 19.4916
F 19.6391 -7.7841 17.4347
O 16.1979 -5.5120 16.9978
O 22.5132 -9.3716 17.1109
O 23.3300 -11.2729 16.1905
O 20.7081 -12.9707 19.5263
O 20.7303 -10.7479 19.0564
O 19.1027 -12.1800 18.4031
O 19.3036 -8.7759 21.3539
O 17.2661 -9.5577 14.9087
O 14.2492 -4.7642 16.5746
O 22.8255 -6.3653 17.4279
O 22.0956 -10.0865 14.9782
O 18.9882 -10.7595 14.0658
O 16.8445 -11.4562 14.0434
O 16.0356 -3.7806 15.5810
N 17.4202 -7.6576 22.8582
N 24.5876 -6.3190 15.4628
N 16.7477 -8.9110 20.5495
N 21.9606 -5.9994 15.0181
N 23.3828 -4.0615 16.1740
N 17.5164 -10.3253 22.6242
C 23.5754 -3.2339 15.0157
C 24.1510 -11.5850 17.2966
C 18.0277 -11.5930 22.0729
C 24.6542 -7.7287 15.1070
C 18.2545 -11.1975 17.8298
C 20.6371 -5.6116 15.5333
C 17.1318 -12.7529 13.5678
C 16.9320 -8.1716 19.3049
C 17.8087 -10.5904 14.2601
C 25.8183 -5.7262 16.0141
C 18.0572 -8.4151 15.2160
C 18.3306 -7.2947 23.9743
C 17.6220 -5.4431 17.1248
C 17.1681 -10.3158 24.0330
C 16.6184 -6.5353 22.3819
C 22.6342 -10.1281 16.1851
C 23.7779 -3.4011 17.4364
C 21.0273 -9.2123 14.7100
C 13.2267 -4.0656 15.8609
C 15.3531 -9.2471 20.8244
C 21.8666 -12.9111 20.3595
C 15.5351 -4.6197 16.2869
C 20.2348 -11.8457 19.0094
C 22.1293 -5.7593 13.5709
H 15.0063 -9.9774 20.0875
H 18.0523 -5.4259 16.1241
H 12.2806 -4.1194 16.3912
H 17.8935 -7.6657 19.2949
H 24.6362 -12.5466 17.1475
H 16.6072 -11.1969 24.3400
H 20.4150 -6.1157 16.4772
H 17.3654 -12.4037 22.3681
H 21.5126 -12.8654 21.3893
H 17.7971 -11.6450 16.9470
H 13.1762 -4.4546 14.8473
H 17.9672 -7.7432 24.8981
H 17.8350 -4.4572 17.5438
H 18.3406 -6.2080 24.0125
H 19.0610 -11.8257 22.3413
H 17.5382 -7.5430 14.8150
H 22.3610 -11.9585 20.1596
H 24.8645 -3.4403 17.5616
H 25.9200 -4.7064 15.6498
H 24.1448 -2.3258 15.2122
H 18.9976 -8.5264 14.6773
H 16.2064 -5.9070 23.1707
H 16.5010 -9.4838 24.2687
H 23.8289 -8.0142 14.4490
H 17.2144 -5.9129 21.7085
H 21.7452 -4.7587 13.3482
H 19.3578 -7.6079 23.7851
H 25.8104 -5.7901 17.1061
H 15.7221 -6.9125 21.8906
H 15.2170 -9.6648 21.8186
H 20.2194 -9.6583 14.1313
H 24.8876 -10.7854 17.3870
H 17.2023 -12.9208 12.4941
H 18.0736 -10.1506 24.6250
H 21.5078 -6.4398 12.9904
H 17.3948 -11.0375 18.4849
H 19.8483 -5.7907 14.8052
H 18.0777 -13.0909 13.9983
H 13.4713 -3.0019 15.8662
H 20.6067 -4.5386 15.7598
H 22.5980 -2.8437 14.6994
H 17.9922 -6.2274 17.7705
H 14.7389 -8.3612 20.6499
H 16.0918 -7.5253 19.0355
H 20.6165 -8.7338 15.6026
H 23.1907 -5.7979 13.3427
H 26.6953 -6.3038 15.7271
H 18.0407 -11.4869 20.9873
H 24.0389 -3.7108 14.1517
H 23.5782 -11.7186 18.2168
H 16.8949 -8.8782 18.4670
H 23.3510 -3.9213 18.2917
H 16.3847 -13.4468 13.9487
H 23.5323 -2.3414 17.4523
H 18.8165 -10.3025 17.5619
H 21.3932 -8.4191 14.0456
H 25.4468 -7.8955 14.3720
H 22.5869 -13.7092 20.2128
H 24.7831 -8.3689 15.9794
H 18.1335 -8.3111 16.2963

As for the charge: +2. The value obtained for the maximum force is 3.099 eV/Å. For the LUMO energy, the calculation gives -11.30 eV. Its HOMO-LUMO gap is 0.0730 Ha. For the electronic energy, the calculation gives -91340.4191 eV.